The following is a quantum chemistry calculation of C29H64Cl10InN4OS as an isolated structure, from OMol25.

Summary:
* F_max: 0.041 hartree/bohr
* 2S+1: 1
* highest occupied orbital energy: -4.05 eV
* DFT total energy: -180353.5897 eV
* charge: -1
* gap between HOMO and LUMO: 5.766 eV
* LUMO: 1.7 eV

The geometry in XYZ format:
```
110
Properties=species:S:1:pos:R:3:forces:R:3:mulliken_charge:R:1
C 2.8124 -2.7618 0.1607 0.7 0.7 0.3 -1.01
C 4.2608 -2.2044 0.1143 -0.2 -1.4 -0.1 -0.10
C 4.7877 -1.9725 -1.2957 -0.8 0.6 -0.1 -1.33
C 3.8876 -1.0365 -2.1258 1.0 0.1 0.3 0.53
C 4.2395 0.4224 -1.8197 0.0 0.0 -0.6 -0.44
C 3.6750 1.4249 -2.8407 -0.3 0.1 0.7 0.28
C 2.3487 2.1308 -2.4579 0.2 -0.3 0.1 -0.78
C 1.4987 1.4498 -1.3844 -0.4 -0.3 -0.8 -0.01
C 0.0319 1.8718 -1.4723 0.1 0.4 1.2 -0.57
C -0.1899 3.3722 -1.1676 -0.8 -0.2 -0.8 -1.31
In -2.1782 3.5839 -0.1699 0.1 -0.3 0.2 0.97
S -2.7525 6.0507 0.0485 0.0 0.3 0.0 -0.60
C -3.6940 2.4889 -1.4057 0.5 -0.2 0.7 -1.23
C -4.8689 1.9254 -0.5983 0.0 0.0 -1.5 0.07
C -5.7491 1.0409 -1.5224 -0.5 0.5 0.7 -1.31
C -6.5226 -0.0531 -0.8013 0.1 0.2 0.3 -0.62
N -5.7427 -1.2451 -0.3779 -0.5 0.2 -1.0 0.23
C -4.3466 -1.2774 -0.8081 0.2 -0.7 0.7 -1.10
C -5.8542 -1.5124 1.0119 -0.2 -1.3 -0.2 0.53
C -6.4376 -2.8464 1.4200 0.2 0.0 -1.0 -1.01
O -5.4849 -0.7659 1.8525 0.5 1.6 1.3 -0.51
C -2.2349 2.7998 1.9645 0.6 0.4 -1.1 -1.67
C -0.9247 2.2572 2.4886 -0.3 0.3 1.6 0.90
N 0.2322 3.0982 2.1473 0.0 -0.8 -0.7 -0.41
N -1.0357 2.2128 4.0091 0.0 -0.5 -0.4 -0.88
N -0.6714 0.8770 2.0900 0.5 0.0 -0.4 -0.44
H 2.1912 -2.0072 0.6316 -0.5 0.0 -0.1 0.11
H 2.4551 -2.9640 -0.8400 -0.3 -0.1 -0.1 0.35
H 2.7549 -3.6611 0.7633 -0.1 -0.2 0.0 0.34
H 4.3414 -1.3130 0.7225 0.1 0.3 0.1 0.13
H 4.8932 -2.9752 0.5643 0.2 0.2 0.2 0.36
H 5.7571 -1.4880 -1.1961 0.3 -0.1 -0.2 0.39
H 4.9083 -2.9031 -1.8489 0.1 -0.3 0.2 0.32
H 4.1168 -1.2145 -3.1752 -0.1 0.0 -0.1 -0.10
H 2.8349 -1.2658 -1.9942 -0.2 0.1 0.1 0.12
H 4.0150 0.7014 -0.7940 -0.3 0.0 0.2 0.13
H 5.3253 0.4869 -1.8948 0.2 0.0 0.0 0.49
H 4.4500 2.1676 -3.0028 -0.2 0.0 -0.3 -0.28
H 3.5269 0.8995 -3.7824 0.1 -0.1 -0.1 -0.17
H 2.5219 3.1514 -2.1260 0.1 0.2 -0.1 0.31
H 1.7495 2.1977 -3.3655 -0.2 0.2 -0.1 0.27
H 1.8671 1.6677 -0.3848 0.1 0.1 0.2 0.23
H 1.5287 0.3653 -1.5185 0.1 -0.1 0.1 -0.14
H -0.5025 1.3060 -0.7059 0.0 -0.4 0.0 0.19
H -0.3946 1.5738 -2.4307 0.0 0.1 -0.2 0.43
H 0.6091 3.7742 -0.5606 0.2 0.1 0.2 0.41
H -0.2009 3.8980 -2.1246 0.1 0.3 0.0 0.44
H -4.0096 6.0826 0.5285 0.1 -0.3 0.0 0.01
H -4.0388 3.0625 -2.2643 -0.2 0.2 0.0 0.40
H -3.1573 1.6320 -1.8308 0.2 0.0 0.0 0.29
H -4.5497 1.3713 0.2779 0.1 0.0 0.2 -0.04
H -5.4943 2.7659 -0.3070 -0.1 0.0 0.6 0.35
H -6.5034 1.7216 -1.9197 -0.2 -0.1 -0.2 0.50
H -5.1996 0.7011 -2.3929 0.2 -0.3 0.0 0.45
H -7.3956 -0.3423 -1.3889 0.1 -0.4 -0.2 0.25
H -6.9348 0.4074 0.0979 0.0 0.1 0.1 0.43
H -3.7244 -0.5331 -0.3092 0.1 0.2 -0.2 0.40
H -4.2527 -1.2312 -1.8811 -0.1 0.3 -0.3 0.34
H -3.9410 -2.2508 -0.5232 0.1 -0.1 0.0 0.33
H -7.5127 -2.7976 1.2794 -0.2 0.0 0.1 0.09
H -6.0774 -3.6028 0.7258 0.0 -0.2 0.0 0.33
H -6.1820 -3.0783 2.4416 0.0 0.0 0.3 0.36
H -2.9820 2.0158 1.9829 -0.2 -0.2 0.3 0.26
H -2.5305 3.6168 2.6182 -0.3 0.2 0.0 0.34
H 1.0487 2.6147 2.5117 0.2 0.4 0.1 0.19
H 0.1492 3.9977 2.6021 0.0 0.1 -0.1 0.27
H -0.9891 3.1688 4.3465 -0.1 0.0 0.1 0.31
H -0.1892 1.7410 4.3245 0.0 0.2 0.2 0.20
H 0.3154 0.7577 1.8764 -0.1 0.0 -0.2 0.05
H -0.8544 0.2678 2.8795 -0.3 0.0 -0.1 0.37
Cl 4.4316 -5.8205 3.6655 0.0 0.0 0.0 -0.19
C 4.6074 -4.3996 4.7237 0.1 0.0 0.1 -0.12
C 3.4565 -4.2608 5.6886 0.0 0.0 0.1 -0.55
Cl 1.9335 -3.8439 4.8656 0.0 0.0 0.0 -0.14
H 4.7031 -3.5221 4.0889 -0.1 0.0 -0.1 -0.01
H 5.5372 -4.5283 5.2768 0.0 0.0 0.0 0.35
H 3.6658 -3.4591 6.3964 0.0 0.0 0.0 0.28
H 3.2949 -5.1784 6.2493 0.0 0.0 -0.1 0.40
Cl 3.3294 -1.1179 -5.6943 0.0 0.0 -0.2 -0.13
C 2.4875 -2.4020 -6.5933 0.0 0.0 -0.1 -0.50
C 2.1134 -3.5592 -5.7026 -0.1 0.0 0.0 -0.49
Cl 3.5431 -4.4623 -5.1374 0.0 0.0 0.0 -0.19
H 3.1303 -2.7193 -7.4113 0.0 0.0 0.1 0.33
H 1.5870 -1.9578 -7.0154 0.0 0.0 0.1 0.29
H 1.4918 -4.2624 -6.2550 0.0 0.0 0.0 0.35
H 1.5609 -3.2241 -4.8280 0.1 0.0 0.0 0.32
Cl -11.5516 -3.5309 1.7497 0.0 0.0 0.0 -0.19
C -11.4260 -1.8512 2.3352 -0.1 0.1 0.1 -0.47
C -11.1791 -0.8737 1.2146 0.0 0.1 0.0 -0.52
Cl -9.5619 -1.0664 0.4984 -0.1 0.0 0.0 -0.10
H -10.6314 -1.8134 3.0764 0.1 0.0 -0.1 0.33
H -12.3688 -1.6162 2.8272 0.0 0.0 -0.1 0.34
H -11.2364 0.1442 1.5980 0.0 0.0 0.1 0.28
H -11.9142 -0.9835 0.4206 0.0 -0.1 0.0 0.33
Cl 6.1599 3.6351 -2.1246 0.2 0.2 0.1 -0.08
C 7.7900 3.7134 -2.8327 0.0 0.1 0.0 -0.49
C 7.9632 2.7303 -3.9629 0.1 0.1 -0.1 -0.55
Cl 7.9563 1.0415 -3.3944 0.0 0.0 0.0 -0.17
H 8.5118 3.5380 -2.0382 0.0 -0.1 0.0 0.32
H 7.9274 4.7281 -3.2046 0.0 0.0 -0.1 0.31
H 8.9230 2.8968 -4.4503 0.0 0.0 0.1 0.39
H 7.1761 2.8372 -4.7056 -0.1 0.0 0.1 0.32
Cl 2.1623 0.1143 4.2495 0.0 0.0 -0.1 -0.09
C 3.7155 -0.6515 4.6458 0.0 -0.1 0.1 0.01
C 4.8293 0.3552 4.7858 0.1 0.0 0.1 -0.49
Cl 5.2494 1.1098 3.2278 0.0 0.0 0.0 -0.16
H 3.9341 -1.3820 3.8716 0.0 0.1 -0.1 -0.15
H 3.5747 -1.1809 5.5881 0.0 0.1 0.0 0.17
H 5.7283 -0.1405 5.1516 0.0 0.0 0.0 0.31
H 4.5644 1.1466 5.4832 -0.1 0.0 -0.1 0.36
```
Forces are in eV/Å.